# 1
ORCA calculation (ωB97M-V/def2-TZVPD) on 2 unconnected molecules or ions with the total composition C3H7N2OS.

HOMO level (spin up / spin down) = -12.93 / -12.93 eV
Frontier orbital gap (spin up / spin down) = 6.84 / 6.84 eV
Total energy = -701.04174 hartree
LUMO level (spin up / spin down) = -6.1 / -6.1 eV
2S+1 = 1
Molecular weight = 119.17 g/mol
Total charge = +1

Structure (XYZ):
```
14
C3H7N2OS (ωB97M-V/def2-TZVPD)
C 1.716 -0.121 -1.423
C 1.981 -0.688 0.950
C -1.454 0.296 1.758
N 1.934 -0.698 -0.265
N 1.694 -0.861 2.090
O -0.467 0.607 -0.840
S -1.096 -0.645 0.294
H 1.250 -0.668 -2.224
H 2.247 0.859 -1.664
H -1.254 -0.599 2.437
H -2.393 0.767 1.973
H -0.646 1.037 1.799
H 2.063 -0.623 2.945
H -0.424 0.385 -1.815
```

=====

# 2
ORCA calculation (ωB97M-V/def2-TZVPD) on a molecular structure, C39H46GeN4O3Sc.

HOMO level (spin up / spin down) = -3.69 / -3.67 eV
Frontier orbital gap (spin up / spin down) = 6.31 / 6.33 eV
Total energy = -4796.29805 hartree
LUMO level (spin up / spin down) = 2.6 / 2.7 eV
2S+1 = 1
Molecular weight = 736.39 g/mol
Total charge = -1

Structure (XYZ):
```
94
C39H46GeN4O3Sc (ωB97M-V/def2-TZVPD)
Sc -0.416 -0.216 0.025
C -3.706 -2.724 1.809
O -2.857 -3.857 1.628
C -2.372 -4.068 0.364
C -2.446 -5.348 -0.144
C -1.931 -5.656 -1.405
C -1.357 -4.653 -2.153
C -1.252 -3.347 -1.656
C -0.660 -2.336 -2.512
N -0.339 -1.159 -2.125
N 0.142 -0.326 -3.128
C 0.242 0.889 -2.667
O -0.091 1.273 -1.479
C 0.768 1.922 -3.609
C 1.414 1.559 -4.788
C 1.919 2.533 -5.633
C 1.780 3.878 -5.313
C 1.131 4.245 -4.143
C 0.629 3.269 -3.292
C -1.742 -3.027 -0.367
O -1.650 -1.836 0.147
H -4.333 -2.951 2.672
H -4.340 -2.574 0.931
H -3.132 -1.819 1.996
H -2.917 -6.107 0.469
H -1.996 -6.665 -1.789
H -0.970 -4.861 -3.145
H -0.496 -2.592 -3.560
H 1.523 0.506 -5.013
H 2.429 2.245 -6.544
H 2.177 4.638 -5.975
H 1.017 5.292 -3.890
H 0.127 3.534 -2.375
C -0.756 -2.512 3.964
C -1.322 -1.117 3.894
C -2.439 -0.762 4.674
C -3.030 0.519 4.542
C -2.545 1.431 3.666
C -1.388 1.166 2.753
C -0.296 2.225 2.992
C -0.798 -0.202 3.016
N 0.223 -0.511 2.114
C 1.514 -0.587 2.426
C 2.037 -0.545 3.833
C 2.393 -0.641 1.320
C 3.873 -0.800 1.539
N 1.835 -0.532 0.115
C 2.657 -0.622 -1.034
C 3.245 0.535 -1.562
C 3.095 1.852 -0.852
C 3.979 0.439 -2.738
C 4.139 -0.778 -3.381
C 3.577 -1.920 -2.833
C 2.841 -1.862 -1.656
C 2.282 -3.116 -1.041
H -1.436 -3.178 4.496
H 0.209 -2.536 4.477
H -0.607 -2.912 2.959
H -2.866 -1.496 5.347
H -3.901 0.762 5.142
H -3.021 2.401 3.570
H -0.722 3.227 2.909
H 0.498 2.129 2.248
H 0.136 2.123 3.992
H 1.218 -0.417 4.538
H 2.738 0.284 3.966
H 2.572 -1.464 4.087
H 4.095 -1.747 2.039
H 4.264 -0.003 2.178
H 4.416 -0.779 0.597
H 2.049 2.044 -0.610
H 3.462 2.667 -1.477
H 3.657 1.857 0.087
H 4.413 1.339 -3.161
H 4.699 -0.836 -4.307
H 3.703 -2.877 -3.328
H 2.112 -3.880 -1.801
H 1.341 -2.927 -0.526
H 2.976 -3.526 -0.302
C -0.771 4.116 0.187
Ge -2.286 2.883 0.462
C -3.611 3.977 1.462
C -3.157 2.553 -1.272
C -1.811 1.182 1.248
H -1.007 4.831 -0.606
H 0.122 3.562 -0.098
H -0.563 4.679 1.098
H -3.980 4.786 0.827
H -3.170 4.425 2.356
H -4.461 3.365 1.771
H -3.370 3.504 -1.766
H -4.103 2.028 -1.123
H -2.523 1.956 -1.925
H -2.729 0.574 1.168
```

=====

# 3
ORCA calculation (ωB97M-V/def2-TZVPD) on 2 unconnected molecules or ions with the total composition C5H5O2.

HOMO level (spin up / spin down) = -16.18 / -16.18 eV
Frontier orbital gap (spin up / spin down) = 9.51 / 9.51 eV
Total energy = -343.57763 hartree
LUMO level (spin up / spin down) = -6.7 / -6.7 eV
2S+1 = 1
Molecular weight = 97.09 g/mol
Total charge = +1

Structure (XYZ):
```
12
C5H5O2 (ωB97M-V/def2-TZVPD)
C -1.328 -0.289 0.488
C -0.831 0.948 0.159
C -0.509 -1.379 0.267
C 0.591 1.078 -0.141
C 1.299 -0.149 -0.307
O 1.502 0.546 0.804
O 0.626 -1.383 -0.256
H -2.457 -0.326 0.665
H -1.429 1.763 0.107
H -0.888 -2.369 0.208
H 1.087 1.908 -0.680
H 2.336 -0.348 -1.314
```

=====

# 4
ORCA calculation (ωB97M-V/def2-TZVPD) on 2 unconnected molecules or ions with the total composition C5H14.

HOMO level = -11.23 eV
Frontier orbital gap = 12.41 eV
Total energy = -198.87749 hartree
LUMO level = 1.2 eV
2S+1 = 1
Molecular weight = 74.17 g/mol
SMILES string = CCC.CC

Structure (XYZ):
```
19
C5H14 (ωB97M-V/def2-TZVPD)
C 2.015 -1.906 0.495
C 1.626 -0.774 1.439
H 1.397 -1.905 -0.397
H 3.072 -1.870 0.255
H 1.875 -2.857 1.009
H 1.325 0.134 0.919
H 2.472 -0.362 1.983
H 0.813 -1.014 2.119
C -1.012 0.862 -0.139
C -0.450 0.302 -1.433
C -2.321 1.613 -0.374
H -1.161 0.042 0.569
H -0.297 1.487 0.398
H -0.998 -0.592 -1.740
H -2.919 1.116 -1.133
H -2.901 1.871 0.505
H 0.534 -0.137 -1.266
H -0.439 1.046 -2.226
H -2.007 2.535 -0.881
```

=====

# 5
ORCA calculation (ωB97M-V/def2-TZVPD) on a molecular structure, C40H56Br2IN7O2PRbS5.

HOMO level = -0.69 eV
Frontier orbital gap = 3.93 eV
Total energy = -9893.70856 hartree
LUMO level = 3.2 eV
2S+1 = 1
Molecular weight = 1230.42 g/mol
Total charge = -2

Structure (XYZ):
```
115
C40H56Br2IN7O2PRbS5 (ωB97M-V/def2-TZVPD)
Rb 0.170 -0.334 0.234
C 3.805 -1.372 2.303
C 2.671 -1.002 3.297
N 1.420 -1.657 2.964
C 1.273 -3.042 3.345
C 1.968 -4.036 2.406
S 1.306 -3.954 0.718
C 2.793 -3.728 -0.314
C 3.851 -2.754 0.232
N 3.268 -1.675 1.001
H 4.328 -2.254 2.679
H 4.543 -0.557 2.302
H 2.496 0.072 3.259
H 3.008 -1.244 4.321
H 0.629 -1.113 3.280
H 0.205 -3.269 3.334
H 1.649 -3.228 4.369
H 1.823 -5.047 2.794
H 3.037 -3.847 2.349
H 2.386 -3.351 -1.257
H 3.241 -4.706 -0.506
H 4.403 -2.371 -0.631
H 4.565 -3.298 0.862
H 3.149 -0.842 0.434
Br 0.567 2.398 -7.392
C 0.496 2.041 -5.520
C 0.687 0.763 -5.057
C 0.541 0.575 -3.682
N 0.285 1.561 -2.832
C 0.205 2.802 -3.293
C 0.253 3.092 -4.650
C 0.142 3.893 -2.263
C -0.255 5.187 -2.586
C -0.223 6.142 -1.590
Br -0.817 7.911 -1.971
C 0.212 5.834 -0.321
C 0.569 4.509 -0.102
N 0.521 3.564 -1.033
H 0.956 -0.069 -5.696
H 0.673 -0.425 -3.271
H 0.148 4.101 -5.023
H -0.599 5.440 -3.578
H 0.254 6.569 0.470
H 0.903 4.199 0.884
O -1.144 1.482 1.297
N -1.574 2.712 1.244
C -2.178 3.116 0.098
C -2.665 4.383 -0.085
C -2.535 5.298 0.956
C -1.932 4.890 2.123
C -1.429 3.585 2.313
S -0.678 3.091 3.774
H -2.211 2.354 -0.666
H -3.120 4.644 -1.030
H -2.886 6.317 0.846
H -1.812 5.567 2.956
S 1.267 -2.774 -3.416
C 2.760 -2.143 -4.130
C 3.178 -2.738 -5.339
C 4.308 -2.345 -6.040
C 5.079 -1.303 -5.539
C 4.705 -0.703 -4.346
C 3.575 -1.090 -3.592
S 3.294 -0.226 -2.079
H 2.565 -3.547 -5.720
H 4.583 -2.846 -6.964
H 5.959 -0.957 -6.072
H 5.299 0.112 -3.948
I 6.011 3.747 1.767
C 4.139 2.875 1.696
C 3.078 3.164 2.526
N 2.075 2.361 2.129
N 2.421 1.572 1.103
C 3.681 1.870 0.818
H 2.973 3.857 3.344
H 1.135 2.329 2.532
H 4.189 1.378 -0.006
C -2.012 -2.146 -4.335
C -2.037 -2.617 -2.887
S -2.074 -1.278 -1.685
O -2.336 -1.946 -0.364
C -3.676 -0.548 -2.182
C -4.380 -0.014 -0.942
H -2.009 -3.012 -4.997
H -1.093 -1.596 -4.531
H -2.875 -1.520 -4.583
H -1.117 -3.156 -2.649
H -2.903 -3.240 -2.643
H -4.268 -1.316 -2.683
H -3.441 0.249 -2.890
H -4.492 -0.811 -0.209
H -5.365 0.378 -1.200
H -3.803 0.783 -0.466
C -4.658 0.316 3.700
C -3.244 0.220 3.128
P -2.375 -1.411 3.165
C -2.377 -1.681 5.007
C -2.050 -3.108 5.449
C -3.770 -2.527 2.666
C -3.272 -3.884 2.152
H -4.987 1.359 3.687
H -4.719 -0.028 4.736
H -5.374 -0.265 3.114
H -2.574 0.932 3.617
H -3.247 0.508 2.075
H -3.352 -1.398 5.412
H -1.640 -0.985 5.421
H -2.806 -3.812 5.095
H -2.017 -3.178 6.539
H -1.083 -3.437 5.066
H -4.290 -2.016 1.851
H -4.474 -2.645 3.496
H -2.621 -3.735 1.290
H -4.107 -4.522 1.846
H -2.701 -4.420 2.914
```

=====

# 6
ORCA calculation (ωB97M-V/def2-TZVPD) on 7 unconnected molecules or ions with the total composition C4H20NO8S.

HOMO level = -4.74 eV
Frontier orbital gap = 7.72 eV
Total energy = -1219.29346 hartree
LUMO level = 3.0 eV
2S+1 = 1
Molecular weight = 242.27 g/mol
Total charge = -1

Structure (XYZ):
```
34
C4H20NO8S (ωB97M-V/def2-TZVPD)
C -3.197 0.181 -0.479
N -2.511 0.328 0.788
C -1.361 -0.487 0.948
C -0.804 -0.397 2.459
S 0.630 -1.605 2.825
C 0.023 0.087 0.205
O 0.108 1.277 0.185
O 0.864 -0.761 -0.117
H -4.270 0.152 -0.383
H -2.718 -0.603 -1.079
H -2.807 0.960 -1.104
H -2.320 1.421 0.889
H -1.660 -1.513 0.674
H -0.462 0.612 2.632
H -1.484 -0.693 3.267
H 1.772 -1.389 1.903
H 0.141 2.257 -1.306
H 1.357 3.198 -1.549
O 0.450 3.011 -1.966
H 1.501 3.316 1.836
H 0.659 2.213 2.175
O 1.159 2.939 2.614
H 2.035 -0.352 -2.537
H 0.858 -0.688 -3.081
O 1.725 -1.139 -3.014
H 4.009 1.735 -0.515
H 2.450 1.591 -0.468
O 3.257 1.907 0.040
H 1.290 -3.399 0.502
H 1.638 -2.302 -0.651
O 1.343 -3.198 -0.409
H -0.645 -2.992 -1.150
H -1.606 -3.065 -2.516
O -1.425 -2.600 -1.619
```

=====

# 7
ORCA calculation (ωB97M-V/def2-TZVPD) on a molecular structure, C25H36AlBr3CaCl3N2O16S.

HOMO level = -6.95 eV
Frontier orbital gap = 0.56 eV
Total energy = -12707.72870 hartree
LUMO level = -6.4 eV
2S+1 = 1
Molecular weight = 1065.76 g/mol
Total charge = +1

Structure (XYZ):
```
88
C25H36AlBr3CaCl3N2O16S (ωB97M-V/def2-TZVPD)
O 1.075 0.505 1.554
C 1.372 1.156 0.603
Cl 2.847 0.809 -0.256
C 0.522 2.309 0.117
C -0.922 1.920 0.172
C -1.504 0.720 -0.028
N -2.849 0.932 0.155
C -3.077 2.186 0.437
N -1.915 2.831 0.443
H 0.684 3.142 0.798
H 0.789 2.650 -0.878
H -1.025 -0.204 -0.280
H -3.505 0.154 0.060
H -4.048 2.609 0.600
H -1.818 3.816 0.623
C -5.782 -0.827 4.291
C -5.825 -1.478 2.934
C -5.647 -2.975 2.953
O -5.084 -3.221 1.639
C -4.424 -2.125 1.284
O -3.671 -2.049 0.353
O -4.695 -1.084 2.106
H -4.829 -1.023 4.782
H -5.884 0.255 4.202
H -6.588 -1.203 4.918
H -6.738 -1.192 2.405
H -6.580 -3.515 3.082
H -4.932 -3.310 3.704
O 6.105 1.844 -3.803
C 6.404 0.569 -3.759
C 5.380 -0.411 -2.948
O 5.843 -1.626 -2.926
H 7.405 0.375 -3.245
H 6.540 0.071 -4.764
H 4.408 -0.244 -3.466
H 5.248 0.099 -1.961
Cl 3.906 7.089 -3.318
C 3.893 5.410 -3.931
C 5.250 4.955 -4.383
Cl 5.781 5.818 -5.871
H 3.160 5.354 -4.731
H 3.560 4.773 -3.112
H 5.220 3.891 -4.623
H 6.000 5.100 -3.612
Al 8.556 1.262 -4.304
C 8.531 6.357 -8.459
C 7.281 7.146 -8.736
O 7.739 8.251 -9.570
S 8.922 7.789 -10.465
O 8.419 7.435 -11.783
O 10.018 8.682 -10.351
O 9.265 6.439 -9.722
H 9.141 6.810 -7.679
H 8.327 5.324 -8.198
H 6.810 7.518 -7.833
H 6.557 6.571 -9.313
C -5.572 -6.261 8.454
C -5.183 -5.146 7.812
C -4.908 -5.132 6.349
O -4.587 -4.066 5.829
C -5.024 -6.366 5.602
C -5.398 -7.491 6.229
C -5.715 -7.512 7.704
O -6.059 -8.571 8.178
O -5.519 -8.655 5.619
O -5.025 -3.977 8.435
H -5.767 -6.282 9.514
H -4.801 -6.341 4.544
H -5.804 -9.283 6.314
H -4.748 -3.347 7.747
Br -8.240 -6.318 9.337
Br -8.815 -7.053 5.252
C -10.010 -8.400 4.530
C -9.251 -9.575 3.976
Br -8.448 -9.167 2.251
H -10.627 -7.911 3.785
H -10.631 -8.711 5.368
H -9.924 -10.409 3.788
H -8.447 -9.898 4.628
O 6.933 5.177 -1.821
C 6.233 5.258 -0.830
C 5.887 3.362 -0.308
O 5.156 3.491 0.652
H 5.205 5.662 -0.915
H 6.643 5.683 0.105
H 6.935 3.027 -0.191
H 5.507 2.983 -1.278
Ca 10.389 6.793 -12.562
```

=====

# 8
ORCA calculation (ωB97M-V/def2-TZVPD) on a single C6H12N2 molecule.

HOMO level = -9.19 eV
Frontier orbital gap = 10.18 eV
Total energy = -345.24088 hartree
LUMO level = 1.0 eV
2S+1 = 1
Molecular weight = 112.18 g/mol
SMILES string = [H]/N=C(/C)N1CC[C@@H]1C

Structure (XYZ):
```
20
C6H12N2 (ωB97M-V/def2-TZVPD)
C 0.953 -0.981 1.964
C -0.341 -0.458 1.203
C -0.892 0.918 1.625
C -1.016 1.269 0.199
C 0.229 -0.335 -1.266
C 0.350 0.674 -2.308
H 1.307 -1.728 1.267
H 1.790 -0.203 1.785
H 0.809 -1.208 3.119
H -1.184 -1.085 1.020
H -1.765 0.802 2.193
H -0.211 1.573 2.285
H -0.645 2.260 -0.220
H -1.885 1.190 -0.344
H -0.584 1.302 -2.350
H 0.591 0.232 -3.287
H 1.215 1.371 -2.201
H 0.402 -2.216 -0.846
N 0.084 0.267 -0.007
N 0.553 -1.525 -1.553
```

=====

# 9
ORCA calculation (ωB97M-V/def2-TZVPD) on a single C11H9N3S molecule.

HOMO level = -7.16 eV
Frontier orbital gap = 7.45 eV
Total energy = -986.93033 hartree
LUMO level = 0.3 eV
2S+1 = 1
Molecular weight = 215.28 g/mol

Structure (XYZ):
```
24
C11H9N3S (ωB97M-V/def2-TZVPD)
C -3.546 0.367 -1.433
C -3.995 -0.740 -0.728
C -2.186 0.620 -1.587
C -3.097 -1.627 -0.173
C 4.209 0.421 2.155
C 3.357 -0.386 2.896
C 3.984 0.469 0.785
C -1.274 -0.252 -1.033
C -1.736 -1.392 -0.347
C 2.251 -0.920 1.035
C 0.222 -0.218 -1.096
N 2.366 -1.066 2.324
N 2.988 -0.201 0.222
N -0.796 -2.295 0.002
S 0.716 -1.803 -0.245
H -4.265 1.041 -1.873
H -5.054 -0.917 -0.619
H -1.861 1.483 -2.146
H -3.413 -2.509 0.362
H 4.999 0.994 2.611
H 3.446 -0.490 3.969
H 4.599 1.064 0.121
H 0.605 -0.259 -2.115
H 0.673 0.622 -0.574
```

=====

> Among the records above, which one has the lowest molecular weight?

C5H14

=====

> 2S+1 of number 2 (C39H46GeN4O3Sc)?

1